Entry 1:
Formula: C50H49N11S3W
Source: the Open Molecules 2025 dataset
Level of theory: ωB97M-V/def2-TZVPD

Atoms and positions in Å:
W1 -1.898 -0.380 0.925
C1 -1.179 3.489 2.782
C2 -2.031 3.498 3.880
C3 -2.858 2.410 4.082
C4 -2.823 1.349 3.191
N1 -2.026 1.355 2.091
C5 -1.208 2.419 1.921
C6 -3.547 0.092 3.400
C7 -4.560 -0.060 4.335
C8 -5.149 -1.297 4.516
C9 -4.693 -2.362 3.746
C10 -3.701 -2.139 2.823
N2 -3.120 -0.938 2.622
H1 -0.506 4.315 2.598
H2 -2.030 4.327 4.576
H3 -3.513 2.377 4.940
H4 -0.569 2.386 1.053
H5 -4.894 0.790 4.912
H6 -5.933 -1.434 5.248
H7 -5.111 -3.351 3.864
H8 -3.323 -2.957 2.226
N3 -0.002 -0.637 1.533
S1 1.415 -0.886 1.144
N4 1.839 -0.526 -0.380
S2 2.136 0.884 -0.988
N5 0.963 1.922 -0.940
S3 -0.535 1.604 -1.482
N6 -1.301 0.588 -0.701
C11 -0.472 1.117 -3.189
C12 -0.711 -0.221 -3.475
C13 -0.671 -0.630 -4.797
C14 -0.404 0.293 -5.802
C15 -0.178 1.629 -5.496
C16 -0.209 2.055 -4.177
C17 -1.227 3.236 -1.439
C18 -2.613 3.327 -1.410
C19 -3.197 4.581 -1.421
C20 -2.399 5.720 -1.463
C21 -1.014 5.611 -1.491
C22 -0.413 4.361 -1.483
C23 3.500 1.742 -0.262
C24 4.768 1.263 -0.578
C25 5.869 1.921 -0.059
C26 5.691 3.034 0.756
C27 4.416 3.495 1.059
C28 3.301 2.853 0.545
C29 2.656 0.555 -2.645
C30 3.085 1.665 -3.367
C31 3.525 1.475 -4.664
C32 3.529 0.196 -5.214
C33 3.096 -0.897 -4.475
C34 2.653 -0.726 -3.172
C35 2.524 -0.099 2.288
C36 3.876 -0.418 2.274
C37 4.706 0.191 3.200
C38 4.179 1.083 4.128
C39 2.821 1.373 4.140
C40 1.979 0.780 3.212
C41 1.877 -2.605 1.212
C42 1.411 -3.322 2.308
C43 1.830 -4.632 2.474
C44 2.708 -5.204 1.560
C45 3.166 -4.474 0.469
C46 2.757 -3.161 0.291
H9 -0.928 -0.906 -2.665
H10 -0.853 -1.666 -5.049
H11 -0.381 -0.028 -6.835
H12 0.009 2.346 -6.283
H13 -0.048 3.097 -3.930
H14 -3.206 2.421 -1.387
H15 -4.274 4.676 -1.408
H16 -2.861 6.698 -1.481
H17 -0.398 6.499 -1.525
H18 0.663 4.258 -1.503
H19 4.893 0.409 -1.233
H20 6.864 1.575 -0.302
H21 6.557 3.552 1.149
H22 4.292 4.370 1.682
H23 2.299 3.207 0.746
H24 3.095 2.649 -2.913
H25 3.875 2.320 -5.241
H26 3.885 0.050 -6.226
H27 3.113 -1.889 -4.907
H28 2.315 -1.559 -2.570
H29 4.271 -1.141 1.571
H30 5.761 -0.048 3.209
H31 4.831 1.543 4.859
H32 2.413 2.042 4.886
H33 0.913 0.967 3.203
H34 0.750 -2.849 3.026
H35 1.491 -5.201 3.330
H36 3.047 -6.221 1.705
H37 3.853 -4.921 -0.237
H38 3.109 -2.571 -0.543
C47 -3.485 -5.401 -1.017
N7 -2.573 -4.527 -0.268
C48 -1.420 -5.134 0.400
C49 -2.697 -3.204 -0.284
N8 -1.811 -2.379 0.240
N9 -3.813 -2.697 -0.928
C50 -4.367 -1.437 -0.828
N10 -5.470 -1.259 -1.562
N11 -3.860 -0.513 -0.062
H39 -3.233 -6.434 -0.805
H40 -3.382 -5.255 -2.095
H41 -4.523 -5.257 -0.712
H42 -1.628 -6.187 0.558
H43 -1.252 -4.681 1.378
H44 -0.510 -5.050 -0.200
H45 -0.978 -2.865 0.554
H46 -4.304 -3.347 -1.522
H47 -5.895 -1.998 -2.099
H48 -5.970 -0.385 -1.551
H49 -4.439 0.318 -0.073

Forces on atoms 1 to 6 (eV/Å):
0.95 -0.91 -1.69
-0.12 0.15 0.17
0.12 0.01 -0.11
-0.13 -0.12 -0.02
0.17 0.20 -0.18
0.04 1.14 0.98

Calculated values
- Spin multiplicity: 3
- Energy relative to the best compared isomer or geometry (same formula, charge and spin): 0.0 kcal/mol
- HOMO-LUMO gap (alpha / beta): 6.218 / 7.640 eV
- Expectation value of S²: 2.0142
- LUMO (alpha / beta): -10.4 / -10.3 eV
- Charge: +4

***

Entry 2:
Formula: C5H11NO3Tl
Source: the Open Molecules 2025 dataset
Level of theory: ωB97M-V/def2-TZVPD

Atoms and positions in Å:
Tl1 -0.132 -1.004 -1.028
O1 0.787 -2.979 -0.326
C1 -0.262 -3.483 0.438
C2 -1.803 -3.286 -0.011
O2 -2.311 -1.986 -0.009
H1 -0.091 -3.015 1.407
H2 -0.252 -4.571 0.502
H3 -2.377 -3.822 0.745
H4 -1.945 -3.890 -0.907
C3 -0.183 2.840 -1.699
C4 0.549 1.952 -0.704
O3 0.707 0.733 -0.961
N1 0.884 2.607 0.447
C5 1.581 1.971 1.622
H5 0.442 3.583 -2.195
H6 -0.976 3.315 -1.121
H7 -0.617 2.178 -2.449
H8 0.740 3.607 0.446
H9 1.805 2.744 2.358
H10 2.466 1.364 1.433
H11 0.988 1.144 2.012

Forces on atoms 1 to 6 (eV/Å):
-2.91 -5.75 0.79
-2.19 0.72 -0.84
1.12 0.30 0.66
-1.29 0.96 0.59
3.00 -0.88 -1.47
-0.79 -0.27 0.50

Calculated values
- Energy relative to the best compared isomer or geometry (same formula, charge and spin): 22.0 kcal/mol
- HOMO-LUMO gap: 6.735 eV
- LUMO: -6.4 eV
- Charge: +1

***

Entry 3:
Formula: C2H5NO2S
Source: the Open Molecules 2025 dataset
Level of theory: ωB97M-V/def2-TZVPD

Atoms and positions in Å:
O1 -1.173 2.007 -1.078
C1 -0.648 1.192 -0.401
C2 0.631 1.430 0.425
N1 1.351 0.268 -0.060
S1 2.756 0.352 -0.703
H1 -0.934 0.155 -0.492
H2 1.201 2.322 0.185
H3 0.540 1.388 1.490
O2 -0.694 -1.730 -0.168
H4 0.006 -1.675 0.589
H5 -0.445 -1.669 -1.073

Forces on atoms 1 to 6 (eV/Å):
-0.64 1.70 -0.67
0.38 0.08 0.33
0.77 -0.27 -1.51
0.84 -0.70 0.77
-0.08 0.34 0.02
-0.26 -0.35 0.62

Calculated values
- Energy relative to the best compared isomer or geometry (same formula, charge and spin): 77.7 kcal/mol
- SMILES: O=CCN=S.O
- HOMO-LUMO gap (alpha / beta): 7.202 / 7.202 eV
- LUMO (alpha / beta): -1.7 / -1.7 eV
- Charge: 0

***

Entry 4:
Formula: C35H48AsBN9S3Si2Y
Source: the Open Molecules 2025 dataset
Level of theory: ωB97M-V/def2-TZVPD

Atoms and positions in Å:
Y1 0.065 0.040 0.340
N1 4.342 1.692 -1.527
C1 3.096 1.585 -1.064
N2 2.631 0.560 -0.409
C2 3.486 -0.497 -0.139
N3 3.143 -1.531 0.552
N4 1.853 -1.496 1.038
C3 1.597 -2.441 1.835
C4 0.313 -2.506 2.539
C5 0.057 -3.535 3.424
C6 -1.152 -3.556 4.103
C7 -2.053 -2.535 3.882
C8 -1.710 -1.533 2.986
N5 -0.562 -1.520 2.322
C9 4.867 -0.445 -0.632
C10 5.781 -1.481 -0.434
C11 7.048 -1.406 -0.972
C12 7.434 -0.276 -1.700
C13 6.554 0.768 -1.885
C14 5.269 0.676 -1.355
H1 4.576 2.488 -2.096
H2 2.435 2.422 -1.263
H3 2.370 -3.177 2.043
H4 0.812 -4.298 3.581
H5 -1.380 -4.352 4.801
H6 -3.007 -2.504 4.389
H7 -2.371 -0.696 2.797
H8 5.466 -2.338 0.148
H9 7.746 -2.220 -0.829
H10 8.429 -0.215 -2.121
H11 6.851 1.651 -2.439
C15 -2.376 3.556 -3.336
N6 -1.451 2.677 -4.040
C16 -1.495 2.383 -5.392
C17 -0.366 1.710 -5.676
N7 0.380 1.592 -4.510
B1 1.864 1.174 -4.518
N8 2.138 -0.277 -3.906
C18 3.442 -0.733 -3.893
C19 3.462 -1.953 -3.322
N9 2.158 -2.262 -2.993
C20 1.757 -3.536 -2.405
C21 1.363 -1.219 -3.351
S1 -0.380 -1.163 -3.292
C22 -0.300 2.193 -3.509
S2 0.090 2.345 -1.861
H12 -3.348 3.509 -3.823
H13 -2.008 4.582 -3.352
H14 -2.463 3.238 -2.301
H15 -2.331 2.661 -6.012
H16 -0.023 1.286 -6.605
H17 2.521 1.960 -3.864
H18 2.225 1.119 -5.673
H19 4.245 -0.139 -4.300
H20 4.275 -2.631 -3.117
H21 2.646 -4.162 -2.337
H22 1.010 -4.019 -3.032
H23 1.327 -3.394 -1.422
C23 -3.376 0.838 -1.657
Si1 -2.664 0.841 0.112
C24 -4.088 -0.061 1.050
C25 -2.723 2.627 0.834
C26 -3.907 3.370 0.667
C27 -4.068 4.641 1.204
C28 -3.033 5.201 1.944
C29 -1.858 4.484 2.124
C30 -1.668 3.203 1.578
Si2 0.045 2.369 1.864
C31 0.220 2.129 3.754
C32 1.315 3.738 1.455
H24 -4.158 1.600 -1.789
H25 -3.825 -0.143 -1.846
H26 -2.605 0.996 -2.417
H27 -5.052 0.114 0.551
H28 -4.189 0.295 2.084
H29 -3.921 -1.145 1.068
H30 -4.732 2.935 0.103
H31 -4.993 5.188 1.053
H32 -3.142 6.191 2.377
H33 -1.058 4.935 2.710
H34 0.153 3.083 4.297
H35 1.192 1.677 3.992
H36 -0.563 1.467 4.143
H37 1.225 4.601 2.129
H38 1.165 4.100 0.430
H39 2.342 3.356 1.540
C33 -2.338 -5.744 1.534
As1 -2.573 -4.121 0.431
C34 -2.410 -5.057 -1.281
C35 -4.535 -4.140 0.499
S3 -0.992 -1.889 -1.451
H40 -2.936 -6.568 1.137
H41 -2.648 -5.548 2.562
H42 -1.287 -6.040 1.544
H43 -3.066 -5.930 -1.311
H44 -1.376 -5.376 -1.423
H45 -2.664 -4.374 -2.089
H46 -4.911 -5.146 0.305
H47 -4.936 -3.454 -0.248
H48 -4.875 -3.814 1.483

Forces on atoms 1 to 6 (eV/Å):
0.23 -0.26 -1.47
0.15 -0.05 -0.04
-0.19 0.08 0.13
-0.19 -0.34 0.14
0.04 0.27 -0.04
0.14 -0.23 -0.09

Calculated values
- Energy relative to the best compared isomer or geometry (same formula, charge and spin): 35.0 kcal/mol
- HOMO-LUMO gap: 4.582 eV
- LUMO: -1.1 eV
- Charge: 0

***

Ordered max |F| results: 0.0417, 0.1263, 0.0748, 0.0293; unit hartree/bohr.